C7H10N3O2 | ωB97M-V/def2-TZVPD

CARTESIAN COORDINATES (ANGSTROEM)
C 1.31 -0.01 2.64
C 0.62 0.68 1.83
C -0.20 1.43 1.11
C -0.77 0.72 -0.09
N -1.98 1.53 -0.59
N 0.03 0.44 -1.31
C 0.73 -0.78 -1.32
C 1.48 -0.99 -2.33
C 0.36 -1.77 -0.32
N -0.59 -1.68 0.53
O -1.03 -2.20 1.51
O -1.44 -0.41 0.19
H 0.85 -0.81 3.29
H 2.38 0.00 2.69
H -0.49 2.40 1.47
H -1.61 2.43 -0.97
H -2.55 1.63 0.31
H -2.47 1.00 -1.36
H 0.70 1.19 -1.68
H 1.74 -0.28 -3.03
H 1.80 -2.01 -2.39
H 1.14 -2.52 -0.17

Properties
Total charge = +1
LUMO = -3.39 eV
HOMO level = -12.4 eV
Total energy = -15972.8362 eV
Maximum force = 4.4 eV/Å
SMILES = C=C=C[C@@]1([NH3+])NC(=C)C=[N+]([O-])O1

***

C7H10N4O | ωB97M-V/def2-TZVPD

CARTESIAN COORDINATES (ANGSTROEM)
C -0.72 -1.30 -0.18
N -1.92 -1.50 -0.51
N -2.87 -0.71 0.04
C -3.26 0.29 -0.63
C -4.36 1.15 -0.10
O -4.94 0.94 0.94
H 0.07 -1.96 -0.58
H -0.41 -0.48 0.53
H -2.82 0.57 -1.60
H -4.61 2.03 -0.74
C 3.43 2.01 -0.47
C 3.66 0.53 -0.15
C 2.80 -0.42 -0.91
N 2.08 -1.17 -0.16
N 2.35 -0.83 1.20
C 3.22 0.11 1.22
H 2.36 2.30 -0.33
H 3.71 2.23 -1.52
H 4.04 2.66 0.18
H 4.73 0.29 -0.30
H 2.76 -0.50 -1.99
H 3.58 0.53 2.15

Properties
LUMO = -0.03 eV
HOMO level = -9.7 eV
Total energy = -15424.8720 eV
Maximum force = 1.1 eV/Å
SMILES = C=N/N=C/C=O.CC1C=NN=C1

***

C7H10N4O | ωB97M-V/def2-TZVPD

CARTESIAN COORDINATES (ANGSTROEM)
C 0.64 0.45 2.72
C -0.65 0.67 1.87
C -1.20 2.07 1.99
C -0.45 0.15 0.45
N -1.35 0.17 -0.44
C -0.77 -0.42 -1.62
C -1.42 -0.70 -2.89
N -2.00 -0.73 -3.85
C 0.59 -0.70 -1.30
N 1.67 -1.27 -2.06
N 1.69 -1.90 -3.37
O 0.79 -0.27 0.08
H 1.37 1.10 2.34
H 0.38 0.59 3.76
H 0.90 -0.58 2.54
H -1.41 0.02 2.27
H -0.42 2.72 1.97
H -1.69 2.28 2.95
H -1.92 2.34 1.19
H 2.51 -1.13 -1.53
H 2.02 -2.88 -3.31
H 0.74 -1.97 -3.75

Properties
LUMO = 0.62 eV
HOMO level = -8.2 eV
Total energy = -15426.1972 eV
Maximum force = 5.3 eV/Å
SMILES = CC(C)c1nc(C#N)c(NN)o1

***

C7H10NO4S | ωB97M-V/def2-TZVPD

CARTESIAN COORDINATES (ANGSTROEM)
C -0.25 1.15 3.89
C -0.61 0.50 2.78
C 0.32 -0.28 1.94
O 1.32 -0.79 2.30
N -0.09 -0.32 0.66
C 0.71 -0.84 -0.43
C 0.33 -2.10 -1.10
C 0.45 0.34 -1.72
C 1.38 1.05 -2.34
S -1.25 0.69 -2.09
O -1.62 -0.43 -2.98
O -1.35 1.93 -2.87
O -2.04 0.77 -0.87
H -1.00 1.76 4.31
H 0.69 1.33 4.34
H -1.59 0.46 2.52
H -0.98 0.05 0.30
H 1.78 -0.94 -0.12
H 0.69 -2.18 -2.16
H 0.52 -2.85 -0.30
H -0.82 -2.24 -1.18
H 0.95 2.05 -2.67
H 2.45 0.89 -2.21

Properties
Total charge = -1
LUMO = 3.36 eV
HOMO level = -5.3 eV
Total energy = -27936.1564 eV
Maximum force = 4.4 eV/Å
SMILES = C=CC(=O)N[C@@H](C)C(=C)S(=O)(=O)[O-]

***

C7H10NO4S | ωB97M-V/def2-TZVPD

CARTESIAN COORDINATES (ANGSTROEM)
C 2.25 2.83 -1.62
C 1.74 1.76 -1.18
C 0.31 1.58 -0.84
O -0.55 2.40 -1.00
N 0.14 0.41 -0.25
C -0.95 -0.08 0.47
C -2.14 -0.08 -0.37
C -0.60 -1.45 0.94
C -1.50 -2.47 0.96
S 1.15 -1.74 1.40
O 1.75 -2.10 0.10
O 1.02 -2.77 2.42
O 1.71 -0.51 1.87
H 3.20 3.17 -2.02
H 1.43 3.52 -1.71
H 2.42 0.91 -0.92
H 0.89 -0.14 0.05
H -1.10 0.54 1.34
H -2.05 -0.73 -1.17
H -3.07 -0.40 0.13
H -2.35 0.87 -0.77
H -1.11 -3.29 1.48
H -2.59 -2.21 0.71

Properties
Total charge = -1
LUMO = 3.51 eV
HOMO level = -5.7 eV
Total energy = -27936.5649 eV
Maximum force = 5.2 eV/Å
SMILES = C=CC(=O)N[C@@H](C)C(=C)S(=O)(=O)[O-]

***

C7H10NOS | ωB97M-V/def2-TZVPD

CARTESIAN COORDINATES (ANGSTROEM)
C 1.77 -1.52 -0.93
S 1.44 -0.16 0.41
N 1.90 -0.08 1.82
O 2.23 0.91 -0.60
C -0.33 0.26 0.31
C -1.18 0.30 1.37
C -2.53 0.72 1.15
C -3.00 1.10 -0.05
C -2.09 1.20 -1.07
C -0.75 0.69 -0.92
H 0.93 -2.17 -0.89
H 2.69 -2.12 -0.59
H 1.97 -0.96 -1.79
H 2.77 -0.49 2.11
H 2.37 1.77 -0.32
H -1.09 0.03 2.48
H -3.25 0.65 2.02
H -4.07 1.25 -0.11
H -2.33 1.54 -2.08
H -0.01 0.63 -1.69

Properties
Total charge = +1
LUMO = -3.78 eV
HOMO level = -13.4 eV
Total energy = -21783.9118 eV
Maximum force = 4.3 eV/Å
SMILES = C[S@@](#[NH+])(O)c1ccccc1

***

C7H10NS | ωB97M-V/def2-TZVPD

CARTESIAN COORDINATES (ANGSTROEM)
C 3.37 -1.48 0.43
C 1.82 -1.41 0.43
C 1.19 -0.40 -0.01
N 0.50 0.53 -0.24
C -0.51 1.22 -0.60
C -1.89 0.47 -0.61
C -2.94 1.07 0.34
C -4.18 0.08 0.42
S -4.11 -1.50 -0.03
H 3.84 -0.44 0.29
H 3.96 -2.03 -0.26
H 3.73 -1.90 1.35
H 1.29 -2.18 0.90
H -0.53 2.27 -0.98
H -1.74 -0.57 -0.18
H -2.17 0.49 -1.70
H -2.46 1.08 1.39
H -3.22 2.08 -0.08
H -5.10 0.56 0.91

Properties
Total charge = +1
LUMO = -5.43 eV
HOMO level = -12.0 eV
Total energy = -19735.6328 eV
Maximum force = 4.4 eV/Å
SMILES = CC=C=[N+]=CCCC=S

***

C7H10O | ωB97M-V/def2-TZVPD

CARTESIAN COORDINATES (ANGSTROEM)
C 1.50 1.64 1.18
C 0.32 1.06 1.00
C -0.95 1.26 1.71
O -1.32 1.87 2.66
C -1.64 0.12 0.81
C -0.26 0.00 0.09
C 0.27 -1.49 0.19
C -0.23 0.36 -1.47
H 2.40 1.12 0.83
H 1.59 2.49 1.83
H -1.86 -0.72 1.37
H -2.35 0.70 0.30
H -0.58 -1.99 -0.13
H 0.66 -1.78 1.14
H 0.96 -1.59 -0.52
H -1.01 -0.40 -1.90
H 0.75 0.07 -1.71
H -0.41 1.35 -1.70

Properties
LUMO = 0.21 eV
HOMO level = -9.2 eV
Total energy = -9466.1054 eV
Maximum force = 4.7 eV/Å
SMILES = C=C1C(=O)CC1(C)C

***

C7H10O | ωB97M-V/def2-TZVPD

CARTESIAN COORDINATES (ANGSTROEM)
C 1.12 0.69 -1.20
C 1.42 -0.72 -1.10
C 1.57 -1.29 0.11
C 1.42 -0.46 1.22
C 0.76 0.85 1.24
C 0.74 1.40 -0.07
H 1.01 1.14 -2.15
H 1.78 -1.44 -1.92
H 1.84 -2.31 0.26
H 1.49 -0.93 2.21
H 0.29 1.42 2.16
H 0.25 2.45 -0.20
C -2.52 0.09 -0.16
O -1.76 -1.11 0.15
H -3.50 -0.33 -0.39
H -2.68 0.76 0.77
H -2.35 0.67 -1.17
H -0.87 -0.88 0.23

Properties
LUMO = 0.84 eV
HOMO level = -9.3 eV
Total energy = -9466.5736 eV
Maximum force = 4.1 eV/Å
SMILES = c1ccccc1.CO

***

C7H10O | ωB97M-V/def2-TZVPD

CARTESIAN COORDINATES (ANGSTROEM)
C -1.50 -0.42 1.20
C -0.86 -0.51 -0.20
C -1.52 0.52 -1.14
C 0.62 -0.30 -0.09
C 1.27 0.96 0.32
C 2.61 0.73 0.22
O 2.89 -0.53 -0.20
C 1.65 -1.13 -0.39
H -1.04 -1.22 1.86
H -2.56 -0.58 1.22
H -1.26 0.60 1.62
H -1.04 -1.46 -0.71
H -0.99 0.60 -2.11
H -2.57 0.27 -1.37
H -1.65 1.54 -0.65
H 0.74 1.85 0.62
H 3.55 1.26 0.49
H 1.65 -2.16 -0.70

Properties
LUMO = 1.02 eV
HOMO level = -8.7 eV
Total energy = -9467.7466 eV
Maximum force = 1.8 eV/Å
SMILES = CC(C)c1ccoc1